Entry 1:
Molecular formula: C28H37N6O12
Method: DFT, ωB97M-V/def2-TZVPD

```
83
Properties=species:S:1:pos:R:3:forces:R:3
C -69.0061 0.9533 23.3913 0.64 -0.12 1.48
O -69.4121 1.3922 24.4752 -1.08 0.96 0.81
O -69.8178 0.9989 22.3223 -2.83 1.06 -1.69
O -67.9356 0.4408 23.1500 2.58 -1.06 -0.69
H -70.6328 1.4800 22.5987 0.77 -0.65 -0.14
C -69.0642 5.7757 22.4772 -1.21 -3.43 -12.10
C -69.6175 4.4259 22.0090 2.97 1.57 -2.44
C -69.2973 3.9935 20.5366 -1.90 4.36 2.69
C -68.9475 5.0841 19.4871 0.72 1.76 5.79
C -68.5706 6.4628 19.9609 -1.07 -2.67 3.99
C -68.6491 6.7827 21.5488 -0.96 -4.78 -3.80
N -68.8422 4.7538 18.1058 -0.90 -5.35 -0.64
O -69.0563 3.5278 17.8039 0.29 2.16 1.31
O -68.5789 5.5177 17.2502 0.66 2.74 -0.89
H -69.0393 6.0046 23.3711 -0.11 1.98 8.87
H -70.0929 3.7666 22.8339 1.12 0.75 -1.88
H -69.6881 3.0116 20.3023 0.40 0.07 -0.51
H -68.1314 7.2508 19.3514 -0.46 -0.42 -0.24
H -68.4485 7.7334 21.9447 0.62 1.22 -0.01
C -66.7185 4.4012 24.8727 3.78 0.25 3.68
C -65.4010 5.0664 25.3443 -2.50 2.74 3.05
C -65.4014 5.9042 26.6504 -3.01 -1.94 -1.02
C -66.6318 5.8283 27.5634 0.13 -3.50 -4.66
C -67.8105 4.9072 27.2053 2.69 1.84 -2.57
C -67.8063 4.2347 25.7762 -0.15 2.15 1.09
N -66.7234 6.6779 28.7217 1.09 1.26 2.79
O -65.7354 6.8250 29.5164 -2.10 -0.70 -2.55
O -67.7892 7.2606 28.9097 0.73 -0.71 -0.34
H -66.5775 3.6631 24.0782 -0.58 0.72 -0.38
H -64.4578 5.2954 24.7700 -1.41 -0.95 0.19
H -64.5940 6.6501 26.9300 -0.97 -1.35 -0.45
H -68.6581 4.9302 27.9407 0.83 -0.36 -1.15
H -68.7111 3.7797 25.1852 1.44 0.31 2.26
C -65.5209 3.8062 20.6357 -2.29 -3.01 2.02
C -65.9242 2.4797 21.3839 4.96 3.55 0.85
C -64.9479 2.0301 22.3922 -0.50 0.15 -0.87
C -63.7080 2.9231 22.7288 -2.70 0.47 -3.86
C -63.3566 4.1646 21.9228 -2.94 -4.52 2.27
C -64.4162 4.5208 20.9415 3.39 -1.06 2.43
N -62.8479 2.4069 23.7731 0.15 -3.36 0.22
O -62.8408 1.0979 23.9006 0.39 4.89 0.00
O -62.2121 3.2135 24.4378 -0.36 -1.15 -0.48
H -66.1950 4.3327 19.9281 0.22 -0.97 0.45
H -66.8786 2.0298 21.2194 -0.21 -0.54 -0.02
H -65.1542 0.9021 22.8875 0.72 3.72 -1.04
H -62.3640 4.5713 22.2335 -1.25 0.33 -0.82
H -64.2352 5.4066 20.4295 0.21 1.49 -1.00
C -68.3775 -0.1052 29.3694 -0.05 -2.37 1.20
O -68.2804 -0.6369 30.4922 -0.25 1.34 -1.10
N -67.3941 -0.1956 28.4492 0.00 0.69 1.17
C -67.6283 0.3130 27.1187 -2.44 1.48 2.10
C -66.1445 -0.8556 28.7654 -0.93 -2.60 -0.63
H -69.3708 0.2579 28.9941 0.86 0.23 0.12
H -68.0412 1.3553 27.0810 1.13 -0.77 -0.14
H -68.3754 -0.2806 26.7212 -2.10 -0.99 -0.87
H -66.8820 0.0236 26.5112 3.18 0.19 -2.06
H -66.1517 -1.5090 29.6732 -1.22 -0.28 -1.13
H -65.4026 -0.2753 29.1607 2.11 2.66 0.11
H -65.7833 -1.3965 27.8407 -0.29 0.46 1.21
C -68.5050 -1.6041 17.5236 -6.08 -0.56 -2.37
O -69.4137 -2.0559 16.6887 3.84 1.61 2.75
N -68.7901 -0.5701 18.3350 0.84 1.27 -0.12
C -67.8878 0.0382 19.3024 -0.54 0.95 -0.14
C -69.9844 0.2057 18.2692 0.50 3.38 4.54
H -67.6253 -2.1386 17.7269 1.58 -0.54 0.14
H -68.1813 0.0285 20.3462 -0.62 -0.62 0.19
H -67.6615 1.1070 19.1366 -0.44 -0.29 -0.67
H -66.9974 -0.4470 19.1897 2.66 -1.34 0.11
H -70.2798 0.2470 19.3898 -0.53 -0.67 -1.55
H -70.7270 -0.1411 17.6585 -1.65 -0.92 -1.53
H -69.8525 1.3831 18.2626 0.41 -2.33 -1.22
C -70.3276 -2.1453 25.9527 1.41 3.64 -4.95
O -70.3476 -2.2972 27.0914 -0.39 -1.50 6.55
N -70.9122 -2.8908 25.0074 -2.04 -1.79 2.11
C -70.7302 -2.5304 23.6743 4.45 0.57 -0.26
C -71.6628 -4.1481 25.3753 1.61 2.09 -1.23
H -69.7678 -1.1563 25.5811 -1.00 -1.90 -0.38
H -71.2421 -1.6485 23.3553 -0.24 0.61 -0.30
H -70.9908 -3.3754 23.1350 -0.53 -1.32 -1.71
H -69.5185 -2.4251 23.6036 -2.91 0.27 -0.76
H -72.7025 -4.0951 25.4154 -2.25 0.71 -1.63
H -71.6485 -4.2891 26.3940 1.76 -0.65 2.53
H -71.3073 -4.9614 24.7774 0.14 -0.58 -0.08
```
Forces are in eV/Å.

Output
Strongest force on any atom: 12.64 eV/A
Charge: -1
HOMO energy: -0.2239 hartree
Relative energy (zero: lowest compared OMol25 entry of this formula, charge and spin): 6.35 kJ/mol
Orbital gap: 0.23644 hartree

Atomic partial charges in e from the Löwdin method, atoms 1 to 6: -0.939, -0.057, 0.014, -0.022, 0.105, -0.054

Entry 2:
Molecular formula: C4H9N5O
Method: DFT, ωB97M-V/def2-TZVPD

```
19
Properties=species:S:1:pos:R:3:forces:R:3
C 0.3041 -0.1817 2.3503 1.27 0.78 -0.44
C 0.5864 -1.6439 -0.8265 1.01 -0.11 -0.16
C 0.8690 -0.3440 -1.5184 -0.65 0.80 0.19
C -0.4152 0.8083 0.2367 -0.17 0.12 -0.95
H 1.4632 -0.1937 2.2730 -1.83 -0.43 0.68
H 0.0068 0.8128 2.7051 0.12 -0.18 -0.43
H -0.1824 -0.8493 3.0655 0.62 -0.43 -0.22
H -0.3487 -2.4232 0.7354 -0.29 0.20 0.39
H 0.7752 -0.6053 -2.5505 -0.38 0.18 -0.77
H 1.9241 -0.1196 -1.4045 0.31 0.31 0.41
H -0.1459 1.6495 -1.6515 0.09 -1.83 1.21
H -0.5592 3.6114 0.0924 -0.17 0.36 -0.45
H -2.0852 3.2041 -0.0734 -0.77 0.07 0.19
N -0.2276 -0.3738 0.9961 -0.78 2.18 1.30
N 0.0814 -1.5687 0.4144 0.30 -0.38 -0.73
N -0.0612 0.7348 -1.1154 0.07 0.11 0.24
N -0.9135 1.8746 0.8070 -0.04 -1.80 -0.71
N -1.1628 2.8565 -0.2287 1.55 0.48 0.48
O 0.8841 -2.6978 -1.3448 -0.27 -0.42 -0.23
```
Forces are in eV/Å.

Output
Strongest force on any atom: 2.65 eV/A
Charge: 0
HOMO energy: -0.3074 hartree
Relative energy (zero: lowest compared OMol25 entry of this formula, charge and spin): 0.00 kJ/mol
Orbital gap: 0.33751 hartree

Atomic partial charges in e from the Löwdin method, atoms 1 to 6: -0.048, -0.488, -0.079, -0.364, 0.118, 0.064

Entry 3:
Molecular formula: C2H7N3S
Method: DFT, ωB97M-V/def2-TZVPD

```
13
Properties=species:S:1:pos:R:3:forces:R:3
C -1.1820 -0.0225 0.4455 1.73 -0.77 -0.90
C 0.2751 0.4371 0.0300 -0.48 -0.73 0.87
H -1.8031 -0.3458 -1.5286 0.19 -0.93 1.40
H -1.2244 -1.7827 -0.7731 -0.90 2.02 0.34
H -1.7161 0.9168 0.5525 -0.51 -0.21 0.13
H -1.1629 -0.5943 1.4160 -0.08 0.65 -0.92
H -0.3159 2.0675 -0.4770 0.74 0.41 0.00
H 1.0483 -1.1109 1.0014 0.25 -0.30 -0.07
H 3.1859 0.6899 0.4580 -0.10 0.00 0.01
N -1.7719 -0.8763 -0.6172 0.57 -0.36 -0.79
N 0.5942 1.5875 -0.3887 -1.15 0.19 -0.39
N 1.2161 -0.5776 0.1617 0.12 0.06 0.24
S 2.8568 -0.3889 -0.2804 -0.40 -0.03 0.08
```
Forces are in eV/Å.

Output
Strongest force on any atom: 2.24 eV/A
Charge: 0
HOMO energy: -0.3432 hartree
Relative energy (zero: lowest compared OMol25 entry of this formula, charge and spin): 71.16 kJ/mol
Orbital gap: 0.36892 hartree

Atomic partial charges in e from the Löwdin method, atoms 1 to 6: -0.212, -0.543, 0.088, 0.095, 0.094, 0.118